Molecular formula: C10H27BiCl2OP2S
Method: DFT, the ωB97M-V functional and the def2-TZVPD basis

The geometry in XYZ format:
```
44
Properties=species:S:1:pos:R:3:forces:R:3:lowdin_charge:R:1
Bi 0.805179 -0.047576 1.672796 0.6 -0.2 -0.5 1.102
Cl 0.407053 1.184906 3.794189 -0.2 -0.2 -0.7 -0.150
Cl -2.139322 1.252436 -1.623544 0.4 0.2 0.9 0.662
S 3.017087 -1.657052 0.185863 -0.4 0.6 0.3 0.660
P -1.406220 -1.782713 1.130838 -1.6 -1.0 0.9 0.671
P 1.734333 1.889864 -0.323532 0.8 1.9 0.0 0.699
O -0.296679 -0.315080 -2.707469 -1.1 0.6 0.5 0.031
C 1.060826 2.712430 -1.788881 -1.0 -0.5 -0.4 -0.270
C -2.721384 -1.908439 -0.101756 -0.2 0.4 -0.8 -0.271
C 3.750209 -1.769418 1.845796 0.5 0.1 0.0 -0.389
C 2.610290 -3.361425 -0.170801 -0.2 -0.9 -0.2 -0.387
C -2.467071 -1.595362 2.618607 0.4 0.5 0.2 -0.266
C -1.004362 -3.567282 1.253842 0.9 -0.1 -0.2 -0.250
C -2.352010 0.056772 -3.955477 0.6 -0.6 -0.7 -0.074
C 3.444448 1.741612 -0.961051 0.2 -0.8 0.1 -0.261
C -1.395001 0.149360 -2.812970 0.3 -0.5 -0.8 -0.827
C 1.900703 3.396638 0.719324 -0.3 -0.6 0.4 -0.271
H -3.263013 -0.965608 -0.196329 0.0 -0.1 0.0 0.030
H 3.474925 0.986327 -1.757432 0.1 0.2 0.2 0.055
H 4.156212 1.462892 -0.177505 -0.1 0.1 -0.2 0.052
H -3.282487 -2.330456 2.587143 0.3 0.2 -0.1 0.070
H -1.885726 -1.736159 3.539197 -0.2 0.1 -0.2 0.058
H -2.324280 -2.189312 -1.080814 0.0 0.0 0.1 0.054
H -3.416397 -2.695562 0.237522 0.3 0.3 0.0 0.077
H 1.032122 2.011540 -2.625528 0.0 0.1 0.0 0.048
H -1.883664 -0.554350 -4.746380 -0.4 0.3 0.3 0.107
H 3.423379 -3.819924 -0.751380 -0.2 0.1 0.3 0.061
H -0.593187 -3.927197 0.294852 -0.2 0.1 0.4 0.053
H -2.465183 1.090119 -4.296293 -0.2 -0.2 -0.2 0.094
H 4.793558 -1.442401 1.751188 -0.3 -0.1 0.3 0.053
H 3.717314 2.726232 -1.385919 -0.2 -0.5 0.3 0.075
H 1.697211 -3.394466 -0.781492 0.3 0.1 0.2 0.036
H 3.223172 -1.135312 2.587992 0.4 -0.4 -0.3 -0.008
H 3.725652 -2.815300 2.159329 0.0 0.2 0.1 0.053
H -0.269746 -3.762883 2.047764 -0.3 0.0 -0.2 0.056
H -3.341886 -0.337812 -3.677593 0.5 0.2 0.0 0.101
H -1.945268 -4.103934 1.474529 0.4 0.3 -0.1 0.076
H -2.892133 -0.586222 2.608752 0.0 -0.1 0.2 0.059
H 1.727480 3.550942 -2.028572 -0.1 -0.3 0.2 0.073
H 2.457764 3.178526 1.637326 -0.1 0.2 -0.1 0.050
H 0.892483 3.737330 0.980462 0.2 0.1 0.1 0.059
H 2.450242 -3.930684 0.757532 0.0 0.2 -0.4 0.051
H 2.413986 4.171459 0.138034 -0.1 -0.2 0.1 0.067
H 0.053391 3.082634 -1.594083 0.1 0.0 -0.1 0.029
```
Forces are in eV/Å.

E_HOMO (Ha): -0.55966
Frontier orbital gap (eV): 6.49
Net charge: +2